No. 1
Here is 8 unconnected molecules or ions with the total composition C27H43O25P in a non-equilibrium geometry from the OMol25 dataset. Energies are from wB97M-V/def2-TZVPD.

relative energy (zero: lowest compared OMol25 entry of this formula, charge and spin)	117.96	kcal/mol
SMILES	CCOP(=O)(OCC)OCC.O=C1OCCO1.O=C1OCCO1.O=C1OCCO1.O=C1OCCO1.O=C1OCCO1.O=C1OCCO1.O=C1OCCO1
Kohn-Sham gap	10.471	eV
net charge	0
E_tot	-3276.9949	Ha
highest occupied orbital energy	-10.4	eV
LUMO	0.036	eV

Last columns: bonded neighbours and bond lengths (Å).
Geometry (Å):
1 C -0.59569 0.46064 9.61579  C2 1.544, H12 1.090, H13 1.090, H14 1.090
2 C 0.76151 1.09592 9.98600  C1 1.544, O3 1.412, H15 1.090, H16 1.090
3 O 1.26972 2.03210 9.05868  C2 1.412, P4 1.601
4 P 0.46955 3.33112 8.57368  O3 1.601, O5 1.467, O6 1.631, O9 1.636
5 O -0.26619 4.01488 9.64339  P4 1.467
6 O 1.57779 4.24526 7.80234  P4 1.631, C7 1.417
7 C 1.15181 5.47404 7.23924  O6 1.417, C8 1.498, H17 1.090, H18 1.090
8 C 1.04756 5.42060 5.74580  C7 1.498, H19 1.090, H20 1.090, H21 1.090
9 O -0.39787 2.78782 7.29680  P4 1.636, C10 1.440
10 C 0.03073 1.69060 6.46892  O9 1.440, C11 1.537, H22 1.090, H23 1.090
11 C 0.70699 2.21157 5.19053  C10 1.537, H24 1.090, H25 1.090, H26 1.090
12 H -0.47994 -0.05663 8.66335  C1 1.090
13 H -0.96501 -0.27763 10.32760  C1 1.090
14 H -1.35696 1.24049 9.59598  C1 1.090
15 H 0.74739 1.54914 10.97721  C2 1.090
16 H 1.42651 0.23514 10.05630  C2 1.090
17 H 0.20931 5.82342 7.66082  C7 1.090
18 H 1.90650 6.23056 7.45423  C7 1.090
19 H 0.10648 4.97703 5.42068  C8 1.090
20 H 1.03703 6.44934 5.38567  C8 1.090
21 H 1.84450 4.90325 5.21163  C8 1.090
22 H 0.55985 0.90805 7.01275  C10 1.090
23 H -0.91524 1.22695 6.18916  C10 1.090
24 H 0.01679 2.86502 4.65692  C11 1.090
25 H 1.68696 2.66071 5.35182  C11 1.090
26 H 0.95411 1.29279 4.65865  C11 1.090
27 O -6.17475 -1.66045 -8.49026  C28 1.251
28 C -6.68187 -1.50715 -7.35716  O27 1.251, O29 1.316, O32 1.332
29 O -7.91975 -1.11687 -7.13812  C28 1.316, C30 1.374
30 C -8.20730 -1.00981 -5.79846  O29 1.374, C31 1.529, H33 1.090, H34 1.090
31 C -6.85315 -1.22336 -5.12214  C30 1.529, O32 1.392, H35 1.090, H36 1.090
32 O -6.07811 -1.68499 -6.18288  C28 1.332, C31 1.392
33 H -8.78581 -0.11967 -5.55130  C30 1.090
34 H -8.80921 -1.85891 -5.47470  C30 1.090
35 H -6.94509 -1.90465 -4.27626  C31 1.090
36 H -6.45618 -0.27691 -4.75508  C31 1.090
37 O 0.49832 -2.62583 -9.63078  C38 1.205
38 C -0.28088 -3.39887 -10.12861  O37 1.205, O39 1.340, O42 1.334
39 O -0.50282 -4.65892 -9.72937  C38 1.340, C40 1.377
40 C -1.63383 -5.13248 -10.35615  O39 1.377, C41 1.522, H43 1.090, H44 1.090
41 C -1.47243 -4.46507 -11.71407  C40 1.522, O42 1.439, H45 1.090, H46 1.090
42 O -0.79825 -3.24717 -11.34857  C38 1.334, C41 1.439
43 H -1.65283 -6.21984 -10.42951  C40 1.090
44 H -2.46144 -4.75886 -9.75321  C40 1.090
45 H -2.39198 -4.34035 -12.28587  C41 1.090
46 H -0.75050 -5.00602 -12.32587  C41 1.090
47 O 5.92460 0.79377 1.78466  C48 1.217
48 C 6.33452 1.88376 1.42959  O47 1.217, O49 1.400, O52 1.322
49 O 5.83100 2.61546 0.34696  C48 1.400, C50 1.393
50 C 6.30835 3.92453 0.35749  O49 1.393, C51 1.584, H53 1.090, H54 1.090
51 C 7.64325 3.78292 1.19790  C50 1.584, O52 1.424, H55 1.090, H56 1.090
52 O 7.31336 2.61283 1.93868  C48 1.322, C51 1.424
53 H 6.45904 4.26797 -0.66595  C50 1.090
54 H 5.51612 4.51095 0.82289  C50 1.090
55 H 7.84729 4.63115 1.85132  C51 1.090
56 H 8.53999 3.66743 0.58911  C51 1.090
57 O -1.40141 -2.69309 -2.01548  C58 1.232
58 C -0.17780 -2.75373 -2.14335  O57 1.232, O59 1.301, O62 1.350
59 O 0.39266 -3.39798 -3.11875  C58 1.301, C60 1.380
60 C 1.75512 -3.18173 -3.13776  O59 1.380, C61 1.587, H63 1.090, H64 1.090
61 C 1.96229 -1.93557 -2.17751  C60 1.587, O62 1.411, H65 1.090, H66 1.090
62 O 0.70638 -1.93489 -1.53421  C58 1.350, C61 1.411
63 H 2.38911 -3.96794 -2.72784  C60 1.090
64 H 2.24774 -2.81997 -4.04029  C60 1.090
65 H 1.99069 -1.00258 -2.74038  C61 1.090
66 H 2.82809 -2.19875 -1.56986  C61 1.090
67 O 0.00335 4.08795 -2.50621  C68 1.235
68 C -0.09520 3.56651 -3.62124  O67 1.235, O69 1.332, O72 1.390
69 O 0.74013 3.62623 -4.65662  C68 1.332, C70 1.421
70 C 0.31406 2.85552 -5.77215  O69 1.421, C71 1.560, H73 1.090, H74 1.090
71 C -1.05593 2.26361 -5.31874  C70 1.560, O72 1.436, H75 1.090, H76 1.090
72 O -1.23715 2.89481 -4.04191  C68 1.390, C71 1.436
73 H 0.12007 3.51293 -6.61968  C70 1.090
74 H 1.00889 2.06055 -6.04296  C70 1.090
75 H -0.86419 1.19262 -5.38450  C71 1.090
76 H -1.83568 2.59041 -6.00671  C71 1.090
77 O 7.94624 -7.94547 0.89817  C78 1.199
78 C 6.92120 -7.70314 1.47204  O77 1.199, O79 1.372, O82 1.367
79 O 6.03071 -6.70628 1.16212  C78 1.372, C80 1.393
80 C 4.80747 -6.94416 1.78408  O79 1.393, C81 1.486, H83 1.090, H84 1.090
81 C 5.21124 -7.72122 2.98475  C80 1.486, O82 1.418, H85 1.090, H86 1.090
82 O 6.32985 -8.42504 2.47068  C78 1.367, C81 1.418
83 H 4.43743 -5.96221 2.07897  C80 1.090
84 H 4.11463 -7.42820 1.09578  C80 1.090
85 H 4.37868 -8.37081 3.25495  C81 1.090
86 H 5.25512 -7.15772 3.91675  C81 1.090
87 O -8.10909 3.70615 0.71930  C88 1.196
88 C -7.19472 3.05093 1.12456  O87 1.196, O89 1.304, O92 1.278
89 O -6.78649 3.11609 2.36175  C88 1.304, C90 1.407
90 C -5.79392 2.15031 2.60973  O89 1.407, C91 1.497, H93 1.090, H94 1.090
91 C -5.44440 1.63162 1.24931  C90 1.497, O92 1.378, H95 1.090, H96 1.090
92 O -6.52096 2.12996 0.54848  C88 1.278, C91 1.378
93 H -4.90511 2.57986 3.07191  C90 1.090
94 H -6.21595 1.37339 3.24722  C90 1.090
95 H -5.63646 0.55909 1.21936  C91 1.090
96 H -4.51052 2.03518 0.85805  C91 1.090

No. 2
Here is 2 unconnected molecules or ions with the total composition C4H9ClO2 in a non-equilibrium geometry from the OMol25 dataset. Energies are from wB97M-V/def2-TZVPD.

relative energy (zero: lowest compared OMol25 entry of this formula, charge and spin)	94.84	kcal/mol
Kohn-Sham gap (spin up / spin down)	7.660 / 7.191	eV
net charge	0
E_tot	-768.3207	Ha
highest occupied orbital energy (spin up / spin down)	-9.3 / -9.0	eV
LUMO (spin up / spin down)	-1.600 / -1.761	eV

Last columns: bonded neighbours and bond lengths (Å).
Geometry (Å):
1 C 1.00631 -0.47061 1.41462  C3 1.432, H8 1.194, H9 1.135, H10 1.068
2 C -2.13708 -0.15033 -0.02057  O6 1.350, H11 1.077, H12 1.045, H13 1.189
3 C 1.01281 0.45274 0.32039  C1 1.432, C4 1.492, H14 1.083
4 C 1.06431 0.07515 -1.12191  C3 1.492, O5 1.349, Cl7 1.768, H15 1.099
5 O 0.30581 0.85040 -1.92409  C4 1.349, H16 1.043
6 O -1.39378 0.97583 -0.06987  C2 1.350
7 Cl 2.78485 0.16286 -1.52046  C4 1.768
8 H 0.06563 -1.20468 1.37948  C1 1.194
9 H 1.09457 0.17866 2.34100  C1 1.135
10 H 1.87406 -1.07085 1.24838  C1 1.068
11 H -1.72870 -0.87143 -0.70828  C2 1.077
12 H -3.05469 0.23048 -0.34488  C2 1.045
13 H -2.19794 -0.76911 0.99330  C2 1.189
14 H 0.94246 1.51372 0.52596  C3 1.083
15 H 0.84904 -0.99839 -1.22061  C4 1.099
16 H -0.48768 1.09556 -1.29245  O5 1.043

No. 3
Here is C7H8N2O in the gas phase in a non-equilibrium geometry from the OMol25 dataset. Energies are from wB97M-V/def2-TZVPD.

relative energy (zero: lowest compared OMol25 entry of this formula, charge and spin)	50.98	kcal/mol
SMILES	CC(=O)Nc1ccccn1
Kohn-Sham gap	9.650	eV
net charge	0
E_tot	-456.2130	Ha
highest occupied orbital energy	-9.1	eV
LUMO	0.547	eV

Last columns: bonded neighbours and bond lengths (Å).
Geometry (Å):
1 C -2.28983 0.91844 0.63931  C2 1.545, H11 1.128, H12 1.155, H13 1.242
2 C -2.35231 -0.44840 -0.07901  C1 1.545, O3 1.288, N4 1.390
3 O -3.46525 -0.82138 -0.60826  C2 1.288
4 N -1.15413 -1.08233 -0.38870  C2 1.390, C5 1.385, H14 1.058
5 C 0.14550 -0.63417 -0.21876  N4 1.385, C6 1.414, N10 1.289
6 C 0.54640 0.65411 -0.64076  C5 1.414, C7 1.374, H15 1.081
7 C 1.86799 0.98646 -0.46299  C6 1.374, C8 1.399, H16 1.114
8 C 2.82576 0.03404 -0.09793  C7 1.399, C9 1.441, H17 1.014
9 C 2.33090 -1.27416 0.25020  C8 1.441, N10 1.433, H18 0.906
10 N 0.94518 -1.59941 0.08020  C5 1.289, C9 1.433
11 H -1.45341 1.14267 1.36200  C1 1.128
12 H -3.08789 0.86553 1.47233  C1 1.155
13 H -2.41281 1.85786 -0.16408  C1 1.242
14 H -1.25637 -2.07340 -0.03304  N4 1.058
15 H -0.24197 1.32849 -0.94279  C6 1.081
16 H 2.32657 1.98390 -0.64977  C7 1.114
17 H 3.82677 0.11621 0.04498  C8 1.014
18 H 2.89891 -1.95447 0.43707  C9 0.906